(1)
The following is a quantum chemistry calculation of C24H22Br20N2S as an isolated structure, from the OMol25 dataset.

Calculated values
net charge = 0
electronic energy = -52915.6002 Ha
spin multiplicity = 1
max |F| = 1.958 eV/Å
frontier orbital gap = 7.736 eV

Each line ends with the Löwdin charge.
Positions of all 69 atoms, in Å:
C 4.296 -2.183 -0.546  -0.047
C 4.199 -0.714 -0.956  -0.403
N 4.663 0.217 -0.218  0.109
C 3.493 -0.297 -2.265  -0.077
C 2.049 0.077 -1.884  -0.212
C 1.743 1.180 -1.091  -0.079
C 0.430 1.463 -0.743  -0.009
C -0.651 0.674 -1.151  -0.206
C -0.311 -0.400 -1.971  -0.439
C 0.991 -0.702 -2.333  -0.059
S -1.634 -1.425 -2.588  0.920
C -2.806 -1.349 -1.177  -0.436
C -3.620 -2.414 -0.838  -0.199
C -4.511 -2.341 0.225  -0.077
C -4.577 -1.139 0.903  -0.078
C -3.770 -0.070 0.568  -0.026
C -2.838 -0.133 -0.471  -0.214
N -2.011 0.983 -0.806  -0.016
C -2.135 2.073 0.095  -0.746
Br -2.962 3.665 -0.654  0.704
C -1.742 2.095 1.368  -0.749
C -1.058 0.903 1.982  -0.158
Br -1.965 3.616 2.518  0.751
H 3.974 -2.288 0.501  0.028
H 3.628 -2.827 -1.136  0.072
H 5.335 -2.541 -0.582  0.087
H 5.061 -0.233 0.616  0.063
H 4.014 0.527 -2.761  0.120
H 3.464 -1.216 -2.870  0.108
H 2.523 1.867 -0.721  -0.081
H 0.292 2.354 -0.128  0.122
H 1.190 -1.567 -2.972  0.117
H -3.603 -3.355 -1.373  0.058
H -5.145 -3.169 0.535  0.111
H -5.266 -1.037 1.744  0.113
H -3.910 0.828 1.167  0.117
H 0.026 1.084 2.081  0.069
H -1.163 -0.022 1.406  0.057
H -1.425 0.686 2.997  0.063
C 4.627 5.090 -0.085  -1.612
Br 3.982 3.309 -0.464  0.725
Br 4.600 6.211 -1.655  0.567
Br 3.672 5.895 1.386  0.565
H 5.661 4.996 0.220  -0.031
C -0.404 -5.728 -1.537  -1.575
Br -1.109 -3.971 -1.164  0.718
Br 1.181 -5.646 -2.643  0.579
Br -0.089 -6.749 0.072  0.557
H -1.158 -6.259 -2.105  -0.024
C -1.633 7.010 4.627  -1.649
Br -2.347 6.350 6.292  0.566
Br -2.788 8.331 3.828  0.564
Br 0.168 7.665 4.830  0.570
H -1.590 6.171 3.945  -0.092
C -4.554 7.033 -1.914  -1.659
Br -4.401 7.650 -0.095  0.549
Br -5.832 8.067 -2.922  0.572
Br -2.833 6.972 -2.778  0.555
H -4.927 6.018 -1.876  -0.048
C 1.157 -2.561 3.492  -1.610
Br 1.480 -1.591 1.857  0.643
Br 2.586 -2.311 4.762  0.582
Br -0.562 -2.128 4.252  0.595
H 1.136 -3.613 3.239  -0.029
C 2.048 -9.636 -2.041  -1.652
Br 0.198 -10.152 -1.881  0.546
Br 3.037 -10.025 -0.432  0.563
Br 2.876 -10.417 -3.597  0.570
H 2.067 -8.562 -2.174  -0.084


(2)
The following is a quantum chemistry calculation of one molecule with the formula C16H18FN3O2S, from the OMol25 dataset.

Calculated values
net charge = 0
electronic energy = -1433.3040 Ha
spin multiplicity = 1
max |F| = 1.686 eV/Å
frontier orbital gap = 8.787 eV

Each line ends with the Löwdin charge.
Positions of all 41 atoms, in Å:
C -4.273 2.652 -1.771  -0.074
C -2.896 2.763 -1.124  -0.395
C -2.935 3.667 0.110  -0.144
C -1.562 3.723 0.774  -0.133
N -1.114 2.389 1.128  -0.059
C -1.001 2.066 2.428  -0.529
O -1.224 2.858 3.325  0.048
C -0.541 0.653 2.779  -0.319
S 1.261 0.456 2.508  1.045
C 1.254 -0.883 1.427  -0.679
N 0.229 -1.447 0.852  0.027
N 0.714 -2.437 0.089  0.114
C 2.003 -2.444 0.221  -0.267
C 2.967 -3.324 -0.394  -0.080
C 4.324 -3.198 -0.092  -0.012
C 5.256 -4.036 -0.670  -0.078
C 4.851 -5.018 -1.561  -0.071
C 3.511 -5.161 -1.877  -0.001
C 2.582 -4.318 -1.296  -0.218
F 1.292 -4.473 -1.620  0.089
O 2.417 -1.459 1.076  0.081
C -1.010 1.512 -0.016  -0.146
C -2.371 1.388 -0.707  -0.139
H -4.231 2.014 -2.650  0.076
H -4.988 2.226 -1.072  0.080
H -4.632 3.633 -2.074  0.076
H -2.200 3.196 -1.852  0.142
H -3.243 4.676 -0.168  0.119
H -3.662 3.275 0.825  0.127
H -1.597 4.315 1.690  0.120
H -0.831 4.164 0.087  0.131
H -1.042 -0.132 2.219  0.072
H -0.701 0.522 3.850  0.087
H 4.632 -2.432 0.604  0.119
H 6.301 -3.926 -0.425  0.105
H 5.579 -5.675 -2.013  0.107
H 3.173 -5.916 -2.569  0.120
H -0.658 0.523 0.267  0.075
H -0.286 1.950 -0.714  0.135
H -2.269 0.738 -1.577  0.121
H -3.079 0.923 -0.018  0.127


(3)
The following is a quantum chemistry calculation of one molecule with the formula C4H7NO2, from the OMol25 dataset.

Calculated values
net charge = 0
electronic energy = -361.7468 Ha
spin multiplicity = 1
max |F| = 1.802 eV/Å
frontier orbital gap = 10.483 eV

Each line ends with the Löwdin charge.
Positions of all 14 atoms, in Å:
H 2.399 1.077 -0.855  0.066
N 1.815 1.435 -0.105  0.177
C 0.692 0.887 -0.013  -0.470
C -0.056 0.010 -1.247  -0.019
O -0.135 1.168 1.030  -0.019
C -0.988 0.057 1.198  -0.142
C -0.209 -1.163 0.704  -0.308
O 0.984 -1.235 0.895  0.057
H -0.531 0.855 -1.720  0.075
H 0.766 -0.416 -1.819  0.082
H -0.858 -0.785 -1.355  0.098
H -1.132 -0.126 2.267  0.140
H -1.959 0.242 0.716  0.134
H -0.787 -2.006 0.303  0.128


(4)
The following is a quantum chemistry calculation of an isolated ion of composition C5H10NO2 and charge -2, from the OMol25 dataset.

Calculated values
net charge = -2
electronic energy = -401.5771 Ha
spin multiplicity = 2
max |F| = 7.494 eV/Å
frontier orbital gap (spin up / spin down) = 2.685 / 7.714 eV
⟨S²⟩ = 0.751

Each line ends with the Löwdin charge.
Positions of all 18 atoms, in Å:
C -0.041 -1.240 -1.408  -0.378
C -0.684 -0.166 -0.591  -0.478
C -0.332 -0.222 0.979  -0.215
C 0.544 1.000 1.452  -0.150
C 2.123 0.926 0.773  -0.706
O 2.422 2.064 0.369  -0.118
O 2.795 -0.087 1.073  -0.112
N -2.163 -0.099 -0.923  -0.069
H -0.188 -1.210 -2.462  -0.075
H 1.113 -1.116 -1.433  0.070
H -0.081 -2.404 -1.133  0.050
H -0.360 0.927 -0.793  0.130
H 0.383 -1.011 1.074  0.053
H -1.236 -0.344 1.722  0.094
H 0.672 1.169 2.499  0.058
H 0.011 1.826 1.147  0.029
H -2.158 -0.334 -1.920  -0.072
H -2.819 0.321 -0.425  -0.112


(5)
The following is a quantum chemistry calculation of C36H40F10N3PRhS2Si2 as an isolated structure, from the OMol25 dataset.

Calculated values
net charge = -1
electronic energy = -4386.0872 Ha
spin multiplicity = 1
max |F| = 1.363 eV/Å
frontier orbital gap (spin up / spin down) = 5.974 / 6.206 eV

Each line ends with the Löwdin charge.
Positions of all 95 atoms, in Å:
Rh -0.256 0.994 0.122  0.503
C -0.632 -0.848 -2.453  -0.076
N -0.399 -1.007 -1.016  -0.280
C 0.704 -1.944 -0.785  -0.162
C 2.065 -1.248 -0.910  -0.142
N 2.653 -0.704 0.309  -0.122
C 3.469 -1.611 1.003  -0.150
C 2.975 -2.560 1.894  -0.155
F 1.662 -2.663 2.108  0.113
C 3.803 -3.438 2.577  -0.141
F 3.293 -4.325 3.434  0.122
C 5.165 -3.405 2.346  -0.138
F 5.972 -4.249 2.991  0.124
C 5.690 -2.507 1.436  -0.143
F 7.006 -2.481 1.211  0.121
C 4.845 -1.631 0.778  -0.163
F 5.394 -0.773 -0.082  0.120
C -1.636 -1.421 -0.336  -0.203
C -2.744 -0.358 -0.434  -0.250
N -2.167 0.958 -0.618  -0.149
C -2.978 2.032 -0.761  -0.197
C -2.444 3.232 -1.279  -0.177
F -1.148 3.264 -1.649  0.062
C -3.166 4.388 -1.445  -0.169
F -2.568 5.484 -1.936  0.100
C -4.513 4.431 -1.126  -0.161
F -5.230 5.557 -1.294  0.089
C -5.094 3.278 -0.645  -0.156
F -6.398 3.275 -0.326  0.099
C -4.352 2.122 -0.471  -0.136
F -5.026 1.066 0.047  0.059
H -0.992 -1.792 -2.891  0.091
H 0.300 -0.572 -2.948  0.078
H -1.360 -0.057 -2.614  0.082
H 0.646 -2.766 -1.514  0.121
H 0.587 -2.383 0.205  0.107
H 1.960 -0.450 -1.640  0.067
H 2.796 -1.950 -1.321  0.132
H -1.381 -1.580 0.712  0.093
H -2.000 -2.377 -0.749  0.120
H -3.335 -0.455 0.482  0.088
H -3.417 -0.599 -1.269  0.116
C 1.215 3.562 0.412  -0.204
Si 2.242 2.063 -0.052  0.452
C 4.046 2.586 0.167  -0.180
C 2.141 1.878 -1.932  -0.192
C 2.027 0.451 1.021  -0.363
Si 2.623 0.788 2.814  0.511
C 2.159 2.515 3.331  -0.171
C 4.500 0.620 2.973  -0.153
C 1.848 -0.370 4.072  -0.167
H 1.188 4.204 -0.472  0.040
H 1.662 4.128 1.229  0.024
H 0.172 3.391 0.700  -0.055
H 4.247 3.441 -0.485  0.034
H 4.734 1.785 -0.114  0.020
H 4.278 2.893 1.189  0.014
H 2.303 2.884 -2.332  0.036
H 1.169 1.539 -2.295  0.007
H 2.925 1.235 -2.340  0.031
H 0.962 0.144 1.252  -0.013
H 2.777 3.286 2.870  0.023
H 2.296 2.578 4.415  0.042
H 1.111 2.725 3.117  0.008
H 5.032 0.806 2.040  0.016
H 4.787 -0.366 3.345  0.027
H 4.849 1.360 3.699  0.039
H 0.795 -0.545 3.847  -0.004
H 1.890 0.134 5.042  0.035
H 2.357 -1.327 4.178  0.017
S -1.876 4.322 2.193  0.261
P -2.030 2.644 3.200  0.076
S -1.255 0.921 2.479  0.361
C -3.787 2.330 3.606  -0.379
C -4.440 1.162 3.242  -0.114
C -5.788 0.992 3.539  -0.089
C -6.483 1.982 4.212  -0.101
C -5.832 3.154 4.584  -0.092
C -4.494 3.328 4.277  -0.101
C -1.302 2.832 4.878  -0.388
C -1.354 1.771 5.781  -0.103
C -0.754 1.878 7.024  -0.095
C -0.088 3.048 7.377  -0.106
C -0.034 4.106 6.485  -0.096
C -0.643 3.999 5.238  -0.122
H -3.886 0.394 2.717  0.052
H -6.293 0.083 3.235  0.099
H -7.533 1.849 4.442  0.094
H -6.372 3.936 5.103  0.096
H -3.990 4.252 4.538  0.098
H -1.855 0.852 5.498  0.099
H -0.799 1.048 7.719  0.096
H 0.387 3.130 8.348  0.093
H 0.484 5.019 6.753  0.096
H -0.611 4.815 4.526  0.057


(6)
The following is a quantum chemistry calculation of a 2-piece molecular cluster, C4H8O2 overall, from the OMol25 dataset.

Calculated values
net charge = 0
electronic energy = -307.5590 Ha
spin multiplicity = 1
max |F| = 0.859 eV/Å
frontier orbital gap = 10.284 eV

Each line ends with the Löwdin charge.
Positions of all 14 atoms, in Å:
O -0.970 1.482 -0.369  -0.065
C -1.171 0.729 0.843  -0.315
C -0.078 0.030 1.547  -0.015
C -0.901 -0.723 0.881  -0.022
H -0.190 2.040 -0.253  0.094
H -2.026 1.129 1.391  0.127
H 0.636 0.054 2.358  0.100
H -1.321 -1.694 0.669  0.119
C 1.338 -0.594 -1.148  -0.171
O -0.025 -0.852 -1.286  -0.153
H 1.787 -1.355 -0.494  0.087
H 1.790 -0.648 -2.140  0.078
H 1.590 0.383 -0.700  0.076
H -0.514 -0.011 -1.341  0.059